ORCA calculation (ωB97M-V/def2-TZVPD) on 10 unconnected molecules or ions with the total composition C54H128O6 at a distorted geometry.

Structure (XYZ):
```
188
Properties=species:S:1:pos:R:3:forces:R:3:lowdin_charge:R:1
C -7.2687 -0.8324 4.0521 -0.411 0.266 0.039 -0.125
O -6.5088 0.3325 3.7377 1.388 -0.842 0.468 -0.202
C -5.0890 0.0407 4.0486 -1.711 1.605 -0.275 -0.153
C -4.2304 1.3107 3.8167 -1.353 -1.995 2.228 -0.258
O -4.3854 1.7670 2.5503 0.573 1.106 -1.400 -0.172
C -3.7397 3.0286 2.3511 -2.625 0.299 -1.666 -0.063
H -8.2836 -0.4954 4.1992 -0.377 0.249 0.305 0.075
H -6.9215 -1.2933 5.0104 -0.193 0.033 -0.854 0.095
H -7.3890 -1.5533 3.2116 0.837 0.172 0.463 0.085
H -4.8403 -0.7992 3.4355 0.652 -0.663 -0.349 0.095
H -5.0891 -0.1977 5.1188 0.488 -0.201 -0.138 0.121
H -3.2118 1.0403 4.1258 0.186 0.301 -0.306 0.114
H -4.6307 1.9689 4.5917 0.106 0.703 -0.108 0.131
H -4.4032 3.8811 2.6170 0.086 -0.547 0.035 0.107
H -3.4824 3.1627 1.2943 -0.182 -0.332 0.072 0.085
H -2.8724 3.1267 2.8800 2.471 -0.002 1.609 0.039
C 0.1655 3.7739 4.2836 -0.256 0.189 -0.925 -0.097
O -0.4769 4.1558 3.0837 -0.697 0.509 -0.307 -0.213
C -0.4414 5.5564 2.7559 -0.602 -0.762 1.849 -0.170
C -1.5984 5.9118 1.8728 -1.401 -0.089 -0.719 -0.192
O -1.4390 5.3709 0.5523 0.071 0.119 0.913 -0.205
C -2.5159 5.7299 -0.2867 0.253 0.064 -0.175 -0.112
H -0.3536 4.0912 5.1810 -0.354 0.012 0.191 0.090
H 1.1656 4.1448 4.3202 0.962 0.480 0.067 0.079
H 0.2397 2.7107 4.1863 -0.107 -0.738 0.450 0.067
H 0.4914 5.7364 2.3103 1.343 0.524 -0.995 0.089
H -0.4439 6.1378 3.7094 -0.366 -0.125 -0.613 0.140
H -1.7483 6.9983 1.7148 0.384 -0.196 0.581 0.128
H -2.5634 5.5315 2.3311 0.919 0.240 -0.363 0.129
H -2.1664 5.4506 -1.2994 -0.677 0.159 0.443 0.095
H -2.7526 6.8109 -0.2340 0.382 -0.203 -0.144 0.089
H -3.4467 5.2322 0.0244 0.161 -0.240 -0.303 0.075
C -2.0674 -0.6294 2.2932 -0.265 1.427 -0.433 -0.064
O -0.8461 0.1361 2.0293 -1.107 -1.354 1.407 -0.163
C -0.7270 0.4310 0.6782 0.253 -0.969 -1.164 -0.240
C 0.1450 1.6049 0.4187 0.302 0.772 2.494 -0.177
O 1.5262 1.3068 0.5879 -0.182 -0.479 -0.514 -0.187
C 2.0346 1.5822 1.8618 0.273 1.456 0.515 -0.119
H -2.1553 -1.6094 1.8125 0.848 -0.248 0.372 0.086
H -2.9289 -0.1042 1.8410 0.316 0.235 0.086 0.064
H -2.2921 -0.6117 3.3707 0.672 -0.481 -0.433 0.072
H -1.7256 0.5891 0.3132 -0.599 0.419 -0.693 0.106
H -0.2815 -0.3926 0.0873 -0.265 -0.244 0.308 0.137
H -0.1350 2.3588 1.1914 0.084 0.066 -0.708 0.128
H -0.0100 1.9873 -0.5597 -0.080 0.344 -0.964 0.113
H 3.1102 1.3704 1.8283 -0.296 -0.319 0.187 0.088
H 1.5178 1.0918 2.7111 0.246 -0.191 -0.583 0.077
H 1.9681 2.6878 2.0506 -0.052 -0.624 -0.011 0.087
C -0.2485 -1.3884 5.9594 -0.714 -0.041 2.011 -0.125
C 0.9927 -0.5576 5.7770 1.360 -0.963 0.492 -0.263
C 2.1252 -1.3439 5.0721 -0.060 0.890 -0.317 -0.237
C 3.4171 -0.5304 4.9372 0.703 0.413 0.276 -0.236
C 4.4330 -1.2564 4.0522 0.644 -0.552 -0.594 -0.305
C 5.8080 -0.5841 3.9732 -0.681 -0.006 1.036 -0.123
H -0.7124 -1.6836 5.0573 -0.418 -0.104 -1.295 0.036
H -1.0323 -0.8718 6.5798 0.704 -0.332 -0.569 0.085
H -0.0357 -2.3360 6.4764 0.108 0.266 0.052 0.077
H 0.7922 0.2456 5.0834 -0.142 0.776 0.260 0.080
H 1.3878 -0.2223 6.7767 -0.515 0.127 -1.000 0.126
H 1.7324 -1.6361 4.0774 0.381 0.037 0.302 0.113
H 2.4726 -2.2306 5.5791 -0.560 -0.629 0.387 0.105
H 3.2213 0.5312 4.5828 0.291 -1.155 0.296 0.118
H 3.9557 -0.4671 5.9496 -1.023 0.205 -1.102 0.134
H 4.6553 -2.2813 4.4252 -0.470 0.495 0.238 0.113
H 4.1285 -1.4797 3.0160 -0.563 0.491 0.263 0.097
H 6.3859 -1.1721 3.2866 0.716 -0.152 -0.199 0.056
H 5.7509 0.4436 3.5920 0.081 -0.146 0.293 0.067
H 6.2315 -0.6380 5.0071 0.105 0.413 -0.948 0.084
C -4.9223 -4.0107 0.2875 -0.524 -1.952 -1.683 -0.132
C -5.6729 -2.8202 0.6090 -1.224 1.663 1.600 -0.300
C -5.1321 -1.6148 -0.0930 -0.479 -0.051 -1.871 -0.228
C -5.8348 -0.2882 0.1668 -1.600 -0.077 0.985 -0.201
C -5.1449 0.8925 -0.4514 1.858 -0.599 0.859 -0.316
C -5.9336 2.1098 -0.6185 -0.686 2.872 1.867 -0.131
H -5.3868 -4.9144 0.6120 -0.338 -0.708 0.618 0.078
H -3.9625 -3.9700 0.6618 2.203 0.051 1.153 0.050
H -4.7605 -4.1860 -0.7624 -0.198 0.235 -0.843 0.064
H -6.7638 -2.9175 0.4805 0.333 0.010 -0.137 0.128
H -5.5015 -2.6554 1.6761 -0.422 0.104 0.342 0.102
H -5.3116 -1.8311 -1.1616 0.438 0.113 -0.024 0.112
H -4.0290 -1.6352 0.0240 -0.419 0.613 0.121 0.113
H -6.9077 -0.2205 -0.2324 1.224 -0.872 0.329 0.142
H -5.9860 -0.1907 1.2779 0.319 0.416 -0.858 0.108
H -4.2563 1.1344 0.1779 -0.365 -0.164 -0.475 0.092
H -4.7690 0.6644 -1.4407 0.255 -0.585 -0.292 0.085
H -5.2417 2.9230 -0.9424 -0.701 -0.309 0.091 0.080
H -6.7545 2.0540 -1.2973 -0.462 -0.308 -0.866 0.060
H -6.4350 2.4648 0.3465 0.858 -0.456 -0.945 0.106
C 2.1430 -7.4681 -2.8473 2.746 0.780 0.525 -0.108
C 1.9420 -6.6275 -1.5687 2.288 -0.732 0.858 -0.225
C 2.4235 -7.3784 -0.2030 -1.549 0.871 -1.606 -0.185
C 2.5718 -6.3728 0.9587 -0.715 -0.726 0.188 -0.232
C 1.3067 -5.5437 1.2834 0.598 0.842 -1.730 -0.271
C 1.5076 -4.5717 2.4455 -0.149 -0.779 0.782 -0.113
H 3.0819 -8.0860 -2.7058 -0.881 0.642 -0.318 0.085
H 2.3085 -6.8427 -3.7412 -0.004 -0.035 0.401 0.068
H 1.3982 -8.1416 -3.1232 -1.620 -1.121 0.012 0.034
H 2.6336 -5.7523 -1.5980 -0.422 -0.554 -0.249 0.083
H 0.9675 -6.2020 -1.5456 -0.982 0.104 0.392 0.057
H 3.4011 -7.8208 -0.4230 -0.160 -0.012 0.034 0.095
H 1.7116 -8.2120 0.0326 0.556 0.678 -0.014 0.115
H 2.8050 -7.0183 1.8344 0.392 0.824 -0.212 0.116
H 3.3612 -5.6383 0.6966 -0.083 -0.759 0.523 0.090
H 1.1390 -4.8902 0.3839 0.105 -0.428 0.553 0.087
H 0.4068 -6.1590 1.2795 -0.015 -0.139 0.642 0.105
H 2.4405 -4.0098 2.3077 -0.145 -0.181 0.115 0.062
H 0.6995 -3.8522 2.4886 -0.219 0.233 -0.030 0.055
H 1.5185 -5.0766 3.4451 0.212 0.302 -0.778 0.085
C 3.2520 1.7371 -2.8442 0.165 -1.185 0.514 -0.117
C 3.4047 2.8474 -3.8123 -0.893 2.306 0.582 -0.269
C 2.2666 2.8923 -4.8423 -0.287 -0.967 0.599 -0.215
C 0.9269 2.9804 -4.1426 -1.660 0.500 0.454 -0.238
C -0.3093 2.9077 -5.1245 0.154 1.311 0.914 -0.239
C -1.5824 3.3320 -4.3811 -1.029 1.378 -0.429 -0.154
H 3.1059 0.8551 -3.4486 -0.290 -0.732 0.029 0.055
H 2.3988 1.8487 -2.1665 0.251 -0.019 -0.085 0.069
H 4.1427 1.5241 -2.2404 -0.161 0.318 -0.109 0.070
H 3.4329 3.7990 -3.2062 -0.074 -0.494 -0.806 0.111
H 4.3191 2.8008 -4.3349 1.305 -0.174 -0.538 0.090
H 2.2580 1.9198 -5.3911 0.233 0.616 0.034 0.117
H 2.3566 3.7108 -5.5643 0.153 -0.137 0.118 0.114
H 0.7604 2.2012 -3.3434 0.292 0.248 -1.143 0.106
H 0.8607 3.8837 -3.4978 0.126 0.041 -0.650 0.114
H -0.2738 3.6230 -6.0016 0.639 -1.181 0.664 0.122
H -0.3433 1.8545 -5.3920 -0.312 0.042 -0.675 0.089
H -1.6865 4.4517 -4.2417 0.879 -1.036 0.239 0.085
H -2.5421 3.1946 -4.9049 0.458 -0.689 -0.252 0.064
H -1.6875 2.8354 -3.4330 0.006 -0.114 0.576 0.046
C 1.9460 6.7802 -0.7763 -0.933 0.531 1.134 -0.112
C 2.5711 5.7784 0.1712 0.649 -0.293 1.269 -0.280
C 3.9752 5.3281 -0.2800 -0.050 0.258 -1.970 -0.234
C 4.3393 3.9246 0.1253 -1.211 0.047 -0.156 -0.247
C 5.5465 3.4227 -0.6197 0.254 -1.044 1.226 -0.281
C 6.8372 3.5644 0.1561 1.534 1.862 0.034 -0.116
H 0.9288 7.0395 -0.3735 0.870 0.104 -0.480 0.073
H 1.7902 6.3710 -1.7711 0.203 -0.036 -0.123 0.062
H 2.5903 7.6784 -0.8067 -0.479 -0.285 -0.252 0.082
H 2.6995 6.1782 1.1971 -0.043 0.541 -0.436 0.104
H 1.8778 4.9507 0.4507 0.519 -0.001 -1.022 0.101
H 4.8113 6.0111 -0.0448 -0.560 0.069 0.652 0.119
H 4.0741 5.3899 -1.4122 -0.680 -0.279 0.941 0.111
H 4.4775 3.9322 1.2150 0.143 -0.398 -0.114 0.120
H 3.4849 3.2325 -0.1023 0.484 0.687 0.284 0.105
H 5.3391 2.3613 -0.7163 0.504 -0.412 -0.115 0.086
H 5.6136 3.7652 -1.6325 -0.023 0.634 -0.529 0.098
H 7.2367 4.6159 0.4452 -1.270 -1.326 -0.558 0.105
H 6.8221 3.0044 1.0672 -0.262 -0.352 0.699 0.053
H 7.6776 3.1735 -0.3932 0.327 -0.363 -0.443 0.055
C -3.2685 0.3034 -4.1534 -2.014 -0.819 1.780 -0.108
C -3.4288 -1.2136 -3.9925 -1.327 0.747 0.797 -0.279
C -2.3211 -1.7591 -3.1518 0.949 0.180 0.510 -0.262
C -2.3632 -3.2453 -2.9480 -1.268 -1.666 -1.420 -0.239
C -1.5950 -3.8830 -1.8254 -2.278 -0.946 2.200 -0.253
C -1.9397 -5.3977 -1.6840 0.080 -0.202 -1.207 -0.104
H -4.0319 0.6624 -4.8713 0.595 0.301 0.561 0.088
H -2.2792 0.5186 -4.4248 1.309 0.601 -0.733 0.029
H -3.4182 0.6832 -3.0872 0.029 0.192 -1.576 0.079
H -4.4431 -1.3765 -3.4746 1.353 -0.160 -0.867 0.125
H -3.4114 -1.6894 -4.9490 -0.303 -0.483 -0.747 0.098
H -2.3288 -1.2338 -2.2090 -0.189 0.127 0.760 0.097
H -1.3443 -1.4624 -3.5650 -0.122 -0.135 -0.212 0.118
H -3.4652 -3.5841 -2.8395 1.538 0.540 -0.148 0.133
H -2.0014 -3.7401 -3.9029 -0.536 0.428 0.786 0.133
H -0.5512 -3.8117 -1.8501 1.688 0.369 -0.548 0.059
H -1.8771 -3.4161 -0.8427 0.120 -0.101 -0.715 0.108
H -1.7075 -5.9377 -2.6262 -0.280 0.413 0.179 0.080
H -1.3110 -5.9089 -0.9862 0.532 -0.025 0.821 0.034
H -2.9691 -5.6817 -1.4121 0.190 0.632 -0.168 0.065
C 2.6778 -2.0666 -6.3885 0.076 -0.594 1.721 -0.112
C 3.3205 -2.1128 -4.9832 -1.229 0.118 -0.740 -0.254
C 2.1844 -1.8531 -3.9752 0.839 -0.602 0.537 -0.217
C 2.6319 -1.7230 -2.4991 -1.833 -0.027 0.018 -0.218
C 2.6617 -3.0353 -1.7236 -0.989 0.006 0.719 -0.279
C 3.5171 -2.9167 -0.4875 0.840 0.943 -0.079 -0.108
H 2.1915 -1.1286 -6.5002 -0.522 0.919 -0.266 0.047
H 1.9077 -2.8531 -6.4214 0.472 0.124 -0.572 0.083
H 3.4766 -2.1167 -7.0822 0.336 -0.520 -1.229 0.055
H 3.7411 -3.1031 -4.8723 0.277 -0.263 0.363 0.096
H 4.1434 -1.3871 -4.9735 -0.258 0.015 0.483 0.108
H 1.4321 -2.6943 -4.0288 0.698 0.747 -0.043 0.125
H 1.6581 -0.9519 -4.2941 -0.022 0.094 0.058 0.087
H 3.5449 -1.2078 -2.2759 1.018 0.138 -0.748 0.088
H 1.9359 -1.0015 -2.0625 -0.357 -0.302 0.454 0.101
H 1.6787 -3.4702 -1.3737 0.475 0.938 -0.617 0.099
H 3.0368 -3.8297 -2.3303 0.572 -0.477 -0.752 0.081
H 3.5412 -3.8828 -0.0018 0.411 0.032 0.356 0.030
H 4.5433 -2.5294 -0.7543 -0.810 -0.733 0.321 0.097
H 3.1075 -2.1589 0.1951 -0.054 -0.267 0.005 0.078
```
Positions in Å, forces in eV/Å.

Values from the calculation:
Frontier orbital gap, eV: 10.207
SMILES string: CCCCCC.CCCCCC.CCCCCC.CCCCCC.CCCCCC.CCCCCC.CCCCCC.COCCOC.COCCOC.COCCOC
ΔE to the lowest compared entry with this formula, charge and spin, kJ/mol: 131.6
HOMO energy, eV: -9.46
Net charge: 0
Maximum force, hartree/bohr: 0.068
Total energy, eV: -70353.082
LUMO, eV: 0.743